Record 1
Computed, not measured: C14H29BrGdN6O as an isolated structure, with ωB97M-V/def2-TZVPD.

Each line ends with the Mulliken spin population.
Atoms and positions in Å:
Gd (-0.814, -0.244, -0.887)  6.56
N (-3.320, -0.228, -1.558)  0.06
C (-4.220, 0.537, -0.645)  0.00
C (-3.607, 0.583, 0.787)  0.02
N (-2.154, 1.027, 0.892)  0.17
C (-1.950, 2.512, 0.788)  0.01
C (-1.997, 3.047, -0.633)  0.01
N (-1.113, 2.221, -1.525)  0.04
H (-3.383, 0.123, -2.531)  0.00
H (-3.598, -1.210, -1.601)  0.00
H (-5.233, 0.077, -0.599)  0.00
H (-4.289, 1.594, -1.001)  0.00
H (-3.635, -0.425, 1.228)  0.00
H (-4.177, 1.306, 1.383)  0.01
H (-1.865, 0.827, 1.867)  0.00
H (-0.994, 2.823, 1.210)  0.00
H (-2.719, 3.080, 1.364)  0.00
H (-1.603, 4.062, -0.542)  0.00
H (-3.018, 3.099, -0.958)  0.00
H (-0.167, 2.606, -1.490)  0.00
H (-1.442, 2.346, -2.481)  0.00
Br (0.523, -6.716, 0.906)  0.00
C (-0.192, -4.993, 0.599)  0.00
C (-0.452, -4.602, -0.749)  0.00
C (-1.008, -3.351, -0.986)  0.02
N (-1.228, -2.433, -0.031)  0.04
C (-1.096, -2.856, 1.242)  0.00
C (-0.516, -4.065, 1.621)  0.00
H (-0.186, -5.257, -1.570)  0.00
H (-1.206, -3.075, -2.021)  0.00
H (-1.474, -2.159, 1.960)  0.00
H (-0.351, -4.310, 2.658)  0.00
C (3.506, 0.698, -2.320)  0.00
N (3.460, 0.936, -0.915)  0.00
C (4.452, 1.948, -0.393)  0.00
C (2.416, 0.459, -0.200)  0.01
O (1.309, 0.176, -0.854)  0.05
N (2.482, 0.334, 1.131)  0.00
C (3.723, 0.076, 1.773)  0.00
C (1.276, 0.254, 1.897)  0.01
H (4.510, 0.357, -2.606)  0.00
H (3.344, 1.618, -2.905)  0.00
H (2.757, -0.084, -2.616)  0.00
H (4.707, 2.623, -1.216)  0.00
H (5.400, 1.436, -0.142)  0.00
H (4.036, 2.469, 0.441)  0.00
H (4.383, -0.600, 1.122)  0.00
H (3.633, -0.382, 2.730)  0.00
H (4.302, 0.985, 2.018)  0.00
H (0.805, 1.235, 2.078)  0.00
H (1.438, -0.147, 2.915)  0.00
H (0.546, -0.338, 1.367)  0.01

Forces on the atoms, in the same order (eV/Å):
-0.963 0.772 0.226
0.171 0.122 -0.818
0.634 0.714 0.319
0.267 -0.094 -0.116
-0.010 0.340 0.466
-0.619 0.410 0.004
1.030 -0.201 0.621
-0.540 0.331 0.027
-0.318 -0.265 0.725
-0.152 0.188 0.016
0.681 0.470 0.027
-0.250 -1.130 0.020
-0.174 0.413 0.022
-0.177 -0.437 0.027
-0.219 -0.258 -0.734
0.134 -0.570 0.243
0.385 -0.628 -0.197
-0.226 0.056 -0.379
-0.214 -0.042 -0.682
-0.182 0.005 -0.159
0.247 0.090 -0.062
-0.331 1.025 0.066
-0.111 0.388 -0.706
-0.077 0.094 1.077
1.143 -0.671 -0.465
-0.744 -0.889 0.307
0.780 -0.270 0.103
-0.340 -0.362 -1.064
-0.259 -0.002 0.048
0.021 0.116 -0.012
0.161 0.238 0.675
-0.160 -0.002 0.138
-0.143 -0.678 -1.854
-0.702 0.241 1.776
0.573 -1.565 -0.866
0.613 1.111 -1.399
0.592 0.002 0.999
-0.718 -0.013 -0.617
3.323 -0.097 -0.549
-0.690 0.680 1.046
-0.253 -0.085 0.159
-0.208 -0.249 0.275
0.891 0.844 0.227
-0.416 -0.026 0.174
-0.514 0.286 0.154
-0.151 0.382 0.431
-0.959 1.006 0.934
-0.648 -0.702 0.573
-0.254 -0.285 -0.384
0.288 0.005 -0.201
0.105 -0.129 -0.765
-0.319 -0.684 0.121

HOMO energy (alpha / beta) = -17.810 / -17.795 eV
F_max = 0.0655 Eh/bohr
total charge = +3
⟨S²⟩ = 16.0384
E_LUMO (alpha / beta) = -9.5 / -13.7 eV
gap between HOMO and LUMO (alpha / beta) = 8.3 / 4.1 eV
2S+1 = 8


Record 2
Computed, not measured: C20H40AlNP3S2 as an isolated structure, with ωB97M-V/def2-TZVPD.

Each line ends with the natural charge from an NBO analysis.
Atoms and positions in Å:
Al (1.794, -0.191, 0.625)  1.43
P (3.103, 1.153, 2.073)  0.88
P (-0.526, -0.223, 1.708)  0.89
P (-2.165, 2.436, -2.612)  1.11
H (1.747, -1.375, -1.079)  0.21
C (1.896, -0.310, -1.375)  -0.59
C (1.151, 0.796, -0.859)  -0.92
H (1.658, 1.742, -0.961)  0.25
C (4.499, 0.330, 2.882)  -0.94
C (2.217, 1.969, 3.429)  -0.93
C (3.900, 2.514, 1.156)  -0.93
C (-1.850, -1.155, 0.847)  -0.95
C (-0.473, -1.019, 3.359)  -0.94
C (-1.301, 1.419, 1.996)  -0.93
C (-2.554, 3.309, -4.165)  -0.94
C (-1.069, 3.626, -1.781)  -0.95
C (-3.722, 2.683, -1.673)  -0.94
H (2.470, -0.189, -2.303)  0.28
H (0.070, 0.936, -0.961)  0.24
H (5.213, -0.031, 2.135)  0.27
H (4.150, -0.514, 3.483)  0.25
H (5.001, 1.049, 3.541)  0.28
H (1.619, 1.248, 3.996)  0.25
H (1.554, 2.748, 3.042)  0.26
H (2.954, 2.424, 4.103)  0.29
H (4.247, 2.158, 0.174)  0.27
H (4.750, 2.871, 1.753)  0.28
H (3.195, 3.340, 1.006)  0.26
H (-2.828, -0.713, 1.093)  0.27
H (-1.867, -2.215, 1.134)  0.26
H (-1.700, -1.100, -0.239)  0.25
H (-1.463, -0.976, 3.833)  0.27
H (0.247, -0.502, 4.007)  0.25
H (-0.171, -2.073, 3.268)  0.25
H (-2.073, 1.352, 2.780)  0.28
H (-1.771, 1.788, 1.067)  0.24
H (-0.521, 2.129, 2.316)  0.25
H (-3.628, 3.505, -4.194)  0.27
H (-2.284, 2.658, -5.001)  0.27
H (-1.996, 4.246, -4.230)  0.27
H (-1.323, 4.616, -2.175)  0.28
H (-0.032, 3.368, -1.982)  0.25
H (-1.231, 3.605, -0.694)  0.24
H (-4.339, 3.417, -2.216)  0.28
H (-3.497, 3.050, -0.656)  0.25
H (-4.241, 1.722, -1.622)  0.26
C (-1.369, -1.955, -3.119)  -0.20
C (-2.765, -2.050, -3.090)  -0.19
C (-3.376, -3.157, -2.512)  -0.19
C (-2.595, -4.186, -1.954)  -0.16
C (-1.203, -4.062, -1.909)  -0.16
C (-0.579, -2.970, -2.522)  -0.24
S (-0.679, -0.470, -3.751)  0.23
H (-1.530, 0.358, -3.083)  0.09
H (-3.362, -1.225, -3.508)  0.23
H (-4.468, -3.225, -2.515)  0.26
H (-3.093, -5.059, -1.515)  0.25
H (-0.594, -4.810, -1.377)  0.22
H (0.505, -2.838, -2.563)  0.23
S (0.931, -4.427, 1.726)  0.62
C (2.479, -3.989, 2.423)  -0.38
C (2.899, -2.772, 1.962)  -0.03
N (1.980, -2.128, 1.118)  -0.67
C (0.921, -2.955, 0.855)  -0.17
H (3.032, -4.636, 3.087)  0.30
H (3.848, -2.275, 2.164)  0.25
H (0.210, -2.789, 0.054)  0.27

Forces on the atoms, in the same order (eV/Å):
-0.531 -0.992 2.590
0.887 0.633 0.384
-0.246 -0.239 0.745
-0.833 1.848 0.533
-0.561 0.593 -0.775
0.536 -0.727 -1.867
-0.698 1.237 -0.698
0.109 0.325 -0.579
0.012 -0.297 0.048
-0.262 -0.109 0.082
-0.157 -0.077 -0.260
-0.084 -0.003 -0.282
-0.071 0.116 0.108
0.285 0.094 -0.096
0.243 -0.853 -0.635
0.331 -0.400 0.443
0.039 -0.495 0.290
0.457 -0.193 0.756
-0.044 -0.433 0.271
-0.061 0.064 0.105
0.093 0.137 0.030
-0.072 -0.131 -0.146
0.149 0.146 -0.017
0.139 -0.076 0.060
-0.167 -0.051 -0.168
0.032 0.174 0.349
-0.198 -0.054 -0.226
0.154 -0.195 0.012
0.322 -0.165 -0.031
0.057 0.335 0.000
-0.131 -0.010 0.108
0.254 -0.037 -0.103
-0.205 -0.169 -0.117
-0.076 0.354 0.011
0.280 -0.042 -0.295
0.265 -0.161 0.368
-0.422 -0.141 -0.103
0.183 -0.088 -0.119
-0.109 0.334 -0.206
-0.005 -0.197 -0.013
0.187 -0.132 0.170
0.159 0.329 -0.095
0.071 0.001 -0.329
0.195 -0.316 0.322
-0.185 -0.264 -0.466
-0.286 0.257 0.145
0.058 -0.083 0.579
-0.451 0.026 0.111
-0.048 -0.185 -0.172
-0.360 0.299 0.196
0.528 0.167 -0.141
-0.292 0.351 -0.078
0.561 -0.867 -0.267
-0.546 0.601 -0.118
0.223 -0.583 0.152
0.464 -0.063 0.026
0.278 0.399 -0.190
-0.354 0.239 -0.553
-0.271 -0.291 0.125
1.354 1.179 -0.198
-0.280 0.545 -0.663
-0.924 0.093 -0.091
-0.953 -1.692 -0.207
1.711 0.068 0.776
-0.163 -0.127 0.016
-0.386 -0.303 0.101
-0.186 0.295 0.291

HOMO energy (alpha / beta) = -16.823 / -16.218 eV
F_max = 0.0549 Eh/bohr
total charge = +3
E_LUMO (alpha / beta) = -9.6 / -11.8 eV
gap between HOMO and LUMO (alpha / beta) = 7.2 / 4.5 eV


Record 3
Computed, not measured: a 2-piece molecular cluster, C5H11O2 overall, with ωB97M-V/def2-TZVPD.

Each line ends with the natural charge from an NBO analysis.
Atoms and positions in Å:
C (0.199, 1.499, -0.888)  -0.55
C (1.688, 1.846, -0.950)  -0.65
C (0.031, -0.124, -0.976)  0.78
O (-1.157, -0.395, -1.260)  -0.80
O (1.006, -0.865, -0.805)  -0.77
H (-0.346, 1.691, 0.035)  0.19
H (-0.393, 1.880, -1.714)  0.20
H (2.157, 0.914, -0.617)  0.25
H (2.101, 2.627, -0.304)  0.17
H (1.943, 2.043, -1.992)  0.19
C (-0.428, -0.355, 2.140)  -0.62
C (-1.373, -1.532, 2.109)  -0.63
H (-0.550, 0.308, 1.298)  0.23
H (-0.364, 0.211, 3.072)  0.18
H (0.609, -0.698, 2.068)  0.22
H (-2.302, -1.389, 2.674)  0.18
H (-1.860, -1.606, 1.127)  0.24
H (-0.906, -2.506, 2.235)  0.20

Forces on the atoms, in the same order (eV/Å):
0.589 -1.595 0.108
-0.276 -0.309 0.425
-0.884 1.480 -0.945
-0.104 -0.628 0.227
0.234 -0.069 0.235
0.279 0.615 0.083
-0.013 0.173 -0.033
0.332 0.102 -0.325
-0.417 0.315 -0.122
0.315 0.025 0.071
1.374 -0.153 0.437
-1.468 0.060 -1.052
-0.311 0.140 0.112
-0.698 0.099 0.133
-0.085 -0.187 -0.396
0.500 -0.216 0.815
0.684 0.101 -0.330
-0.053 0.048 0.559

HOMO energy = -3.798 eV
F_max = 0.0382 Eh/bohr
total charge = -1
E_LUMO = 4.2 eV
gap between HOMO and LUMO = 8.0 eV


Record 4
Computed, not measured: C21H21N6NiS as an isolated structure, with ωB97M-V/def2-TZVPD.

Each line ends with the Mulliken spin population.
Atoms and positions in Å:
Ni (-0.609, -0.001, -0.038)  1.65
C (3.419, -3.395, 0.731)  0.01
C (3.393, -2.379, 1.676)  0.00
C (2.216, -1.696, 1.945)  0.00
C (1.037, -2.032, 1.270)  -0.01
C (1.077, -3.049, 0.307)  0.01
C (2.257, -3.724, 0.044)  -0.01
N (-0.157, -1.308, 1.418)  0.01
C (-0.700, -0.956, 2.589)  -0.01
C (-0.328, -1.442, 3.868)  0.01
C (-1.015, -1.037, 4.979)  0.00
C (-2.098, -0.128, 4.911)  -0.01
C (-2.494, 0.372, 3.707)  0.02
C (-1.806, -0.026, 2.538)  -0.02
N (-2.077, 0.400, 1.294)  0.07
N (-3.030, 1.157, 0.966)  0.10
C (-3.097, 1.381, -0.400)  0.00
C (-4.219, 2.028, -0.908)  0.01
C (-4.338, 2.196, -2.274)  0.00
C (-3.319, 1.743, -3.104)  0.01
C (-2.223, 1.133, -2.526)  0.00
N (-2.101, 0.945, -1.212)  0.04
H (4.338, -3.929, 0.534)  0.00
H (4.301, -2.111, 2.202)  0.00
H (2.202, -0.880, 2.657)  0.00
H (0.160, -3.311, -0.209)  0.00
H (2.275, -4.515, -0.695)  0.00
H (0.485, -2.150, 3.949)  0.00
H (-0.722, -1.422, 5.947)  0.00
H (-2.606, 0.165, 5.819)  0.00
H (-3.315, 1.071, 3.622)  0.00
H (-4.976, 2.369, -0.216)  0.00
H (-5.219, 2.662, -2.693)  0.00
H (-3.371, 1.863, -4.176)  0.00
H (-1.406, 0.778, -3.144)  0.00
S (0.714, 1.833, 0.611)  0.10
C (1.229, 1.553, -0.982)  -0.01
N (1.402, 0.266, -1.406)  0.03
C (1.990, -0.053, -2.723)  0.00
C (2.755, 1.142, -3.268)  0.00
C (1.848, 2.359, -3.219)  0.00
N (1.401, 2.546, -1.842)  0.00
H (1.633, -0.384, -0.659)  0.00
H (1.195, -0.339, -3.415)  0.00
H (2.648, -0.910, -2.599)  0.00
H (3.070, 0.943, -4.290)  0.00
H (3.648, 1.324, -2.667)  0.00
H (0.985, 2.215, -3.875)  0.00
H (2.366, 3.260, -3.541)  0.00
H (1.181, 3.468, -1.501)  0.00

Forces on the atoms, in the same order (eV/Å):
-1.177 -0.141 0.899
0.033 -0.042 -0.018
0.048 -0.009 -0.002
-0.144 0.056 -0.062
0.286 -0.183 0.084
-0.040 0.145 0.112
0.089 0.015 -0.024
0.122 0.284 -0.865
-0.234 0.239 -0.217
0.001 -0.058 0.140
0.105 -0.049 -0.180
-0.156 0.141 0.054
-0.013 -0.070 0.082
0.231 -0.196 0.395
0.342 0.048 -0.781
-0.458 0.023 0.848
0.361 -0.070 -0.712
0.017 0.020 0.022
0.050 -0.049 0.058
0.020 0.033 -0.040
0.013 0.050 -0.132
0.111 -0.088 0.358
-0.007 0.012 -0.007
-0.024 0.009 0.016
0.016 -0.028 0.018
-0.007 -0.005 0.005
-0.030 -0.011 0.018
-0.008 -0.002 0.023
0.001 -0.027 -0.005
0.006 0.005 -0.014
-0.001 -0.010 -0.023
-0.007 -0.038 0.008
0.015 0.051 0.018
0.003 -0.028 0.006
-0.003 -0.035 0.041
0.031 -0.017 -0.087
0.248 0.399 0.055
0.029 -0.135 -0.014
0.014 -0.051 -0.170
-0.092 0.001 0.075
0.120 -0.044 -0.111
-0.039 -0.244 -0.098
0.235 0.063 0.065
-0.008 -0.012 0.026
-0.055 -0.041 0.064
-0.020 -0.006 -0.009
0.009 0.002 -0.006
-0.005 0.053 0.013
0.005 0.016 0.056
-0.034 0.025 0.024

HOMO energy (alpha / beta) = -9.877 / -10.026 eV
F_max = 0.0289 Eh/bohr
total charge = +1
⟨S²⟩ = 2.0311
E_LUMO (alpha / beta) = -4.0 / -4.1 eV
gap between HOMO and LUMO (alpha / beta) = 5.9 / 5.9 eV
2S+1 = 3


Record 5
Computed, not measured: a 2-piece molecular cluster, H3INPS overall, with ωB97M-V/def2-TZVPD.

Each line ends with the natural charge from an NBO analysis.
Atoms and positions in Å:
N (0.217, -0.103, 1.233)  -1.04
P (1.344, -0.299, -0.077)  0.50
S (1.673, -1.111, 1.831)  0.21
I (-2.394, 1.185, -1.593)  -0.09
H (-0.559, -0.703, 0.959)  0.36
H (1.904, 1.130, 0.112)  -0.04
H (-2.185, -0.100, -2.465)  0.09

Forces on the atoms, in the same order (eV/Å):
-2.070 0.294 -1.178
1.083 2.538 -0.067
1.885 -1.016 0.897
-0.053 0.665 0.509
-0.751 0.115 0.720
-0.198 -1.900 -0.380
0.103 -0.696 -0.501

HOMO energy (alpha / beta) = -5.861 / -9.698 eV
F_max = 0.0537 Eh/bohr
⟨S²⟩ = 2.0081
E_LUMO (alpha / beta) = 0.1 / -2.5 eV
gap between HOMO and LUMO (alpha / beta) = 6.0 / 7.2 eV
2S+1 = 3


Record 6
Computed, not measured: C14H22BIrN9OS2 as an isolated structure, with ωB97M-V/def2-TZVPD.

Each line ends with the natural charge from an NBO analysis.
Atoms and positions in Å:
Ir (0.177, 0.940, 0.002)  1.30
N (2.206, 0.793, -0.898)  -0.86
C (2.648, 1.900, -1.804)  -0.22
C (2.603, 3.265, -1.137)  -0.45
C (1.218, 3.873, -0.989)  -0.23
N (0.420, 3.224, 0.087)  -0.85
H (2.858, 0.729, -0.114)  0.41
H (2.297, -0.092, -1.395)  0.41
H (2.001, 1.874, -2.682)  0.21
H (3.665, 1.683, -2.132)  0.23
H (3.192, 3.943, -1.756)  0.26
H (3.105, 3.233, -0.165)  0.24
H (0.656, 3.782, -1.920)  0.21
H (1.312, 4.936, -0.765)  0.23
H (-0.514, 3.627, 0.098)  0.41
H (0.842, 3.438, 0.989)  0.42
C (1.459, -3.854, 2.390)  -0.41
N (0.105, -3.300, 2.326)  -0.31
C (-0.845, -3.463, 3.242)  0.09
C (-1.978, -2.782, 2.777)  0.09
N (-1.691, -2.207, 1.612)  -0.42
B (-2.845, -1.419, 0.808)  0.17
N (-2.629, -1.548, -0.723)  -0.46
C (-2.951, -2.663, -1.465)  -0.03
C (-2.750, -2.374, -2.772)  -0.04
N (-2.309, -1.076, -2.832)  -0.31
C (-2.015, -0.333, -4.056)  -0.41
C (-2.241, -0.596, -1.577)  0.25
S (-1.778, 1.038, -1.210)  -0.05
C (-0.378, -2.489, 1.315)  0.21
S (0.557, -1.962, 0.054)  0.00
H (1.608, -4.282, 3.376)  0.25
H (2.182, -3.059, 2.224)  0.24
H (1.578, -4.620, 1.627)  0.24
H (-0.698, -4.033, 4.145)  0.27
H (-2.958, -2.721, 3.221)  0.27
H (-3.856, -1.985, 1.103)  -0.01
H (-2.805, -0.275, 1.144)  -0.01
H (-3.329, -3.558, -1.003)  0.25
H (-2.901, -2.965, -3.658)  0.26
H (-2.227, -0.979, -4.902)  0.24
H (-0.968, -0.042, -4.075)  0.22
H (-2.644, 0.552, -4.114)  0.24
O (-0.352, 0.725, 1.938)  -0.55
N (0.212, -0.090, 2.819)  0.02
C (1.353, 0.265, 3.297)  -0.03
C (1.978, -0.632, 4.224)  0.22
N (2.505, -1.378, 4.919)  -0.18
C (2.023, 1.439, 2.813)  0.27
N (2.501, 2.335, 2.276)  -0.28

Forces on the atoms, in the same order (eV/Å):
-0.159 -0.050 0.052
0.019 -0.059 0.000
-0.017 -0.003 -0.004
-0.030 0.000 0.011
0.003 -0.026 -0.033
0.003 0.024 0.009
-0.009 0.058 -0.011
0.010 0.010 -0.001
0.005 0.008 -0.005
0.001 -0.007 -0.004
-0.001 -0.002 -0.008
0.026 -0.001 -0.010
-0.004 -0.008 0.005
-0.024 0.006 0.003
0.003 0.023 0.045
0.018 -0.016 0.003
0.068 0.013 -0.029
0.126 -0.143 0.119
-0.027 0.040 0.019
-0.025 -0.031 -0.053
-0.009 -0.213 0.019
0.059 0.167 0.043
-0.030 -0.092 -0.080
0.032 0.053 0.079
-0.026 -0.070 -0.102
0.000 0.036 0.113
-0.024 -0.004 0.005
0.037 -0.057 -0.021
0.098 0.116 -0.052
-0.121 0.173 -0.092
0.032 0.048 -0.044
-0.014 0.006 0.008
-0.005 -0.019 0.030
-0.022 0.008 -0.013
-0.012 0.000 0.009
-0.015 0.002 -0.001
0.014 0.006 0.020
0.014 0.037 -0.029
0.002 -0.002 0.004
-0.004 -0.001 -0.001
0.010 -0.001 -0.001
0.005 -0.003 -0.001
0.001 -0.002 -0.002
-0.028 -0.018 -0.068
-0.037 0.008 0.053
-0.090 -0.086 0.039
0.127 0.085 0.038
-0.062 -0.051 -0.018
0.085 0.035 -0.045
-0.008 0.001 0.001

HOMO energy (alpha / beta) = -14.196 / -14.950 eV
F_max = 0.0045 Eh/bohr
total charge = +2
⟨S²⟩ = 8.7831
E_LUMO (alpha / beta) = -6.5 / -9.1 eV
gap between HOMO and LUMO (alpha / beta) = 7.7 / 5.9 eV
2S+1 = 6